Record 1
{"formula": "C8H19NO", "method": "wB97M-V/def2-TZVPD", "species": ["C", "C", "C", "C", "N", "O", "H", "H", "H", "H", "H", "H", "H", "H", "H", "C", "C", "C", "C", "H", "H", "H", "H", "H", "H", "H", "H", "H", "H"], "coordinates": [[3.404, -0.355, 0.114], [2.054, 0.225, -0.285], [1.802, 1.559, 0.395], [0.912, -0.953, 0.288], [1.019, -2.150, -0.387], [0.595, -0.898, 1.458], [3.430, -0.527, 1.190], [3.605, -1.302, -0.385], [4.212, 0.334, -0.145], [1.994, 0.301, -1.375], [1.618, 1.393, 1.457], [0.932, 2.063, -0.025], [2.660, 2.226, 0.288], [0.949, -2.985, 0.174], [1.420, -2.161, -1.309], [-2.126, 1.516, 0.570], [-2.046, 0.030, 0.225], [-1.118, -0.200, -0.956], [-3.436, -0.538, -0.072], [-2.797, 1.682, 1.412], [-2.508, 2.086, -0.279], [-1.145, 1.895, 0.849], [-1.645, -0.499, 1.094], [0.096, 0.064, -0.749], [-1.361, 0.460, -1.791], [-1.163, -1.220, -1.330], [-4.097, -0.390, 0.782], [-3.878, -0.048, -0.940], [-3.383, -1.609, -0.268]], "forces_ev_per_a": [[0.065, -0.075, 0.010], [-1.200, -1.421, 0.786], [-0.213, -0.173, -0.118], [4.590, 0.350, 0.675], [-0.402, 0.557, 0.110], [-0.670, 0.125, -0.442], [0.047, 0.022, 0.019], [0.005, -0.013, 0.013], [-0.044, 0.034, 0.016], [-0.120, -0.022, 0.022], [0.022, 0.008, 0.024], [-0.032, 0.045, 0.008], [0.001, -0.069, -0.048], [-0.103, 0.023, -0.279], [-0.008, -0.214, 0.174], [-0.031, -0.256, 0.059], [0.016, 0.118, 0.007], [2.205, 0.994, -0.210], [0.224, 0.040, 0.066], [-0.051, 0.026, 0.059], [0.035, 0.071, -0.045], [0.048, 0.104, -0.026], [0.017, 0.000, -0.052], [-4.140, -0.344, -0.770], [-0.209, 0.137, -0.038], [0.097, -0.066, 0.095], [-0.060, 0.038, 0.007], [-0.069, 0.011, -0.055], [-0.021, -0.052, -0.066]], "lowdin_charge": [-0.09, -0.33, -0.08, -0.57, 0.14, 0.04, 0.09, 0.07, 0.08, 0.12, 0.09, 0.06, 0.08, 0.11, 0.10, -0.08, -0.48, -0.08, -0.08, 0.08, 0.08, 0.06, 0.11, 0.09, 0.09, 0.07, 0.07, 0.08, 0.07], "relative_energy_kj_mol": 165.2, "homo_energy_ev": -9.226, "spin_multiplicity": 1, "lumo_ev": 0.88, "total_energy_ev": -12140.899, "smiles": "CC(C)C(N)=O.CC(C)C"}



Record 2
{"formula": "C18H31F9N3O4S", "method": "wB97M-V/def2-TZVPD", "species": ["C", "C", "O", "C", "C", "C", "C", "C", "C", "N", "C", "N", "C", "C", "C", "F", "F", "C", "F", "F", "C", "F", "F", "C", "F", "F", "F", "N", "H", "H", "H", "H", "H", "H", "H", "H", "H", "H", "H", "H", "H", "H", "H", "H", "H", "H", "H", "H", "H", "H", "H", "O", "S", "O", "O", "C", "C", "C", "H", "H", "H", "H", "H", "H", "H", "H"], "coordinates": [[1.863, -3.719, -1.144], [1.409, -2.235, -1.158], [0.128, -2.106, -1.729], [-0.106, -0.876, -2.390], [-1.010, 0.068, -1.531], [-0.230, 1.197, -0.804], [-1.114, 1.511, 0.457], [-1.272, 3.013, 0.794], [0.068, 2.419, -1.689], [1.160, 3.139, -0.988], [1.794, 2.136, -0.256], [2.860, 2.279, 0.450], [3.529, 1.197, 1.193], [3.068, 1.147, 2.682], [4.230, 1.085, 3.655], [5.131, 0.218, 3.117], [4.891, 2.248, 3.768], [3.888, 0.523, 5.066], [3.770, -0.799, 4.942], [4.926, 0.712, 5.875], [2.637, 1.127, 5.758], [1.500, 0.736, 5.189], [2.614, 0.612, 6.992], [2.656, 2.671, 5.962], [2.538, 3.350, 4.834], [3.672, 3.058, 6.667], [1.578, 2.953, 6.689], [1.137, 0.900, -0.352], [0.981, -4.364, -1.094], [2.510, -3.872, -0.274], [2.453, -3.925, -2.042], [1.456, -1.891, -0.106], [2.187, -1.671, -1.709], [-0.676, -1.117, -3.297], [0.813, -0.364, -2.725], [-1.462, -0.578, -0.775], [-1.759, 0.513, -2.191], [-0.693, 0.996, 1.332], [-2.124, 1.105, 0.337], [-2.012, 3.095, 1.602], [-1.658, 3.614, -0.035], [-0.348, 3.454, 1.189], [-0.788, 2.990, -2.045], [0.587, 1.980, -2.563], [1.871, 3.442, -1.655], [3.260, 3.213, 0.495], [3.271, 0.248, 0.726], [4.604, 1.379, 1.129], [2.365, 1.966, 2.860], [2.503, 0.213, 2.799], [1.739, 0.408, -1.024], [-3.490, -1.388, -2.990], [-4.395, -2.438, -2.618], [-3.972, -3.801, -2.596], [-5.715, -2.315, -3.499], [-5.579, -2.287, -4.933], [-5.297, -3.662, -5.507], [-5.132, -2.048, -1.065], [-4.810, -1.570, -5.226], [-6.528, -1.919, -5.320], [-4.314, -4.023, -5.203], [-5.323, -3.631, -6.596], [-6.032, -4.385, -5.153], [-5.489, -1.022, -1.091], [-4.367, -2.165, -0.300], [-5.950, -2.741, -0.883]], "forces_ev_per_a": [[-0.055, 0.832, -0.169], [0.928, -0.970, 0.699], [0.812, 0.536, -0.264], [-1.413, 0.214, -0.186], [2.100, -0.451, -0.542], [-1.750, 0.458, 0.400], [0.264, 1.089, 0.092], [-0.183, -0.356, 0.719], [0.416, -1.146, -1.162], [0.881, -0.865, 0.464], [-2.070, -0.459, -0.586], [0.803, 0.495, 0.158], [0.062, 0.104, 0.638], [-0.591, -0.281, -0.681], [0.027, -0.475, -0.509], [0.194, -0.279, 0.068], [-0.185, 0.591, 0.153], [0.210, 0.306, -0.456], [-0.880, -0.515, -0.164], [0.521, 0.588, 0.313], [0.686, -0.224, 0.760], [-0.350, 0.188, -0.999], [0.258, -0.151, 0.563], [-1.670, -0.538, 0.740], [0.428, 0.225, -0.822], [1.506, 0.304, -0.003], [-0.751, 0.029, 0.137], [1.262, 0.401, 0.575], [0.250, 0.011, 0.033], [-0.180, -0.168, -0.150], [-0.301, -0.231, 0.104], [-0.423, 0.199, -0.297], [-0.408, 0.059, -0.067], [0.204, -0.015, 0.174], [0.012, -0.319, 0.146], [-0.194, 0.164, -0.260], [-0.085, -0.010, 0.406], [0.005, -0.001, -0.304], [0.257, 0.002, -0.286], [0.172, 0.043, -0.177], [0.212, -0.143, 0.070], [-0.184, 0.025, -0.253], [0.260, 0.312, 0.478], [-0.675, 0.202, -0.196], [-0.351, 0.844, 0.194], [0.011, -0.190, 0.022], [0.269, 0.203, -0.096], [-0.204, -0.128, -0.147], [0.319, -0.091, 0.320], [0.065, 0.247, 0.149], [-0.558, -0.712, 0.188], [0.255, -0.097, -0.077], [-0.838, -0.019, 0.126], [0.359, 0.097, -0.069], [0.159, 0.162, 0.334], [0.082, -0.186, -0.817], [0.193, -0.140, 0.181], [-0.052, 0.111, 0.019], [0.035, 0.006, 0.201], [-0.063, 0.063, 0.314], [-0.009, 0.018, -0.023], [-0.068, 0.076, 0.023], [-0.046, 0.050, -0.061], [-0.014, -0.030, -0.031], [0.044, -0.052, -0.071], [0.032, -0.011, -0.032]], "lowdin_charge": [-0.05, -0.30, -0.12, -0.19, -0.08, -0.42, -0.15, -0.09, -0.09, 0.12, -0.29, 0.15, -0.08, -0.03, -0.45, 0.12, 0.15, -0.39, 0.18, 0.19, -0.37, 0.18, 0.18, -0.60, 0.19, 0.24, 0.19, 0.14, 0.08, 0.07, 0.08, 0.11, 0.11, 0.13, 0.11, 0.12, 0.12, 0.12, 0.11, 0.08, 0.08, 0.07, 0.14, 0.13, 0.16, 0.19, 0.12, 0.14, 0.13, 0.14, 0.13, -0.29, 0.57, -0.26, -0.26, -0.25, -0.07, -0.12, 0.11, 0.12, 0.07, 0.08, 0.09, 0.07, 0.07, 0.08], "total_charge": 1, "relative_energy_kj_mol": 0.0, "homo_energy_ev": -12.405, "spin_multiplicity": 1, "lumo_ev": -3.17, "total_energy_ev": -67114.794}



Record 3
{"formula": "C2H9N2S2", "method": "wB97M-V/def2-TZVPD", "species": ["C", "S", "S", "H", "H", "H", "H", "N", "C", "N", "H", "H", "H", "H", "H"], "coordinates": [[-2.613, -0.804, 2.346], [-1.696, -0.265, 0.933], [0.251, -0.283, 1.668], [-3.684, -0.637, 2.221], [-2.353, -0.258, 3.254], [-2.492, -1.864, 2.568], [0.293, 0.982, 2.087], [2.650, 0.590, -1.627], [1.512, 0.596, -2.279], [0.402, 0.095, -1.830], [2.716, 0.108, -0.727], [3.509, 0.911, -2.002], [1.604, 1.153, -3.202], [-0.410, 0.104, -2.441], [0.311, -0.429, -0.971]], "forces_ev_per_a": [[-0.662, -0.569, 1.328], [0.531, 0.252, -0.268], [-0.338, -0.291, -0.283], [0.085, 0.131, -0.484], [0.219, 0.176, -0.208], [0.169, 0.013, -0.236], [0.062, 0.279, 0.095], [-0.760, -1.216, 1.512], [1.331, 0.747, 0.228], [-0.701, -0.099, -1.068], [-0.003, 0.252, -0.347], [0.490, 0.466, -0.568], [-0.789, -0.274, -0.316], [0.166, 0.083, 0.265], [0.201, 0.050, 0.349]], "lowdin_charge": [-0.51, 0.39, 0.34, 0.05, 0.04, 0.04, -0.18, 0.20, -0.17, 0.20, 0.14, 0.13, 0.17, 0.15, 0.03], "total_charge": 1, "relative_energy_kj_mol": 6.8, "homo_energy_ev": -12.530, "spin_multiplicity": 1, "lumo_ev": -3.49, "total_energy_ev": -26864.678}



Record 4
{"formula": "C4H5NO", "method": "wB97M-V/def2-TZVPD", "species": ["C", "C", "O", "C", "C", "N", "H", "H", "H", "H", "H"], "coordinates": [[-1.534, -0.304, -0.047], [-0.333, 0.549, 0.243], [0.479, 0.158, 1.344], [1.111, 0.307, 0.098], [1.881, -0.766, -0.497], [2.774, -1.254, -1.046], [-2.308, -0.069, 0.698], [-1.951, -0.080, -1.033], [-1.301, -1.365, 0.032], [-0.540, 1.621, 0.198], [1.721, 1.203, 0.009]], "forces_ev_per_a": [[0.106, -0.120, -0.062], [-0.280, 0.160, -0.082], [-0.058, 0.183, 0.363], [0.069, 0.129, -0.121], [0.883, -0.080, -0.664], [-0.963, -0.194, 0.435], [0.235, -0.052, -0.159], [0.124, -0.075, 0.081], [0.016, 0.026, -0.101], [-0.088, -0.074, 0.244], [-0.044, 0.096, 0.066]], "lowdin_charge": [-0.03, -0.29, 0.01, -0.27, -0.13, 0.16, 0.09, 0.08, 0.09, 0.14, 0.15], "relative_energy_kj_mol": 184.1, "homo_energy_ev": -10.839, "spin_multiplicity": 1, "lumo_ev": 0.75, "total_energy_ev": -7764.618, "smiles": "C[C@H]1O[C@H]1C#N"}



Record 5
{"formula": "C18H15BF3NO4", "method": "wB97M-V/def2-TZVPD", "species": ["O", "C", "C", "C", "C", "C", "F", "C", "F", "C", "F", "C", "N", "C", "C", "C", "C", "O", "C", "C", "C", "C", "C", "C", "B", "O", "O", "H", "H", "H", "H", "H", "H", "H", "H", "H", "H", "H", "H", "H", "H", "H"], "coordinates": [[-0.491, -3.196, -1.871], [-0.348, -2.554, -0.851], [-1.200, -2.834, 0.359], [-1.741, -1.599, 1.005], [-1.378, -1.289, 2.313], [-1.739, -0.058, 2.824], [-1.416, 0.380, 4.076], [-2.454, 0.822, 2.046], [-2.602, 2.093, 2.434], [-2.934, 0.495, 0.788], [-3.775, 1.361, 0.132], [-2.513, -0.710, 0.270], [0.644, -1.595, -0.756], [1.459, -1.233, -1.902], [1.891, 0.245, -1.910], [0.822, 1.166, -1.465], [-0.286, 1.549, -2.169], [-1.039, 2.462, -1.535], [-0.421, 2.743, -0.366], [-0.756, 3.630, 0.685], [0.009, 3.625, 1.817], [1.102, 2.767, 1.909], [1.471, 1.906, 0.930], [0.732, 1.898, -0.268], [2.666, -2.298, -1.753], [3.957, -1.827, -1.488], [2.347, -3.600, -2.063], [-0.574, -3.399, 1.075], [-2.002, -3.504, 0.054], [-0.789, -1.985, 2.894], [-2.761, -1.003, -0.749], [0.791, -1.104, 0.113], [0.863, -1.483, -2.794], [2.264, 0.519, -2.891], [2.751, 0.325, -1.242], [-0.494, 1.159, -3.185], [-1.668, 4.198, 0.629], [-0.350, 4.127, 2.701], [1.671, 2.771, 2.813], [2.335, 1.254, 1.027], [4.595, -2.578, -1.539], [1.362, -3.645, -2.097]], "forces_ev_per_a": [[-0.022, -0.519, -0.755], [1.158, 1.137, 0.290], [0.129, -0.357, 0.538], [0.365, 0.536, 0.710], [0.051, 0.044, 0.093], [0.065, 0.332, 0.681], [0.026, -0.658, -1.010], [-0.310, 1.483, -0.421], [-0.453, -0.127, 0.596], [-0.207, -0.073, -0.129], [1.309, -1.073, 0.670], [-0.574, -0.292, -1.123], [-1.754, -0.516, 0.791], [1.089, -0.512, -0.340], [0.064, -0.767, 0.706], [-1.193, 0.535, -1.110], [1.619, -1.549, -1.001], [-0.912, 0.814, -0.322], [1.825, -0.739, 1.432], [-0.851, -0.711, -1.611], [-0.159, -0.552, -0.036], [0.220, 0.303, 1.012], [0.207, -0.399, -1.448], [-0.717, 1.241, 1.510], [0.379, 0.679, -1.489], [-0.533, -1.742, -0.225], [0.011, 0.512, 0.770], [-0.259, 0.237, -0.228], [0.058, -0.007, -0.186], [0.017, 0.061, 0.138], [-0.171, 0.261, 0.137], [-0.236, 0.029, 0.022], [0.180, 0.151, 0.251], [-0.015, -0.107, -0.238], [-0.009, 0.203, 0.015], [-0.604, 0.831, 0.856], [-0.178, 0.236, -0.042], [0.199, 0.424, -0.021], [0.258, 0.000, 0.547], [-0.039, 0.098, 0.124], [-0.571, 0.828, 0.182], [0.538, -0.278, -0.340]], "lowdin_charge": [0.06, -0.46, -0.05, -0.23, 0.05, -0.18, 0.08, -0.15, 0.11, -0.16, 0.09, 0.05, 0.12, -0.18, -0.08, -0.18, -0.05, 0.07, -0.18, -0.01, -0.09, -0.10, -0.03, -0.12, -0.58, 0.14, 0.16, 0.14, 0.13, 0.13, 0.15, 0.15, 0.15, 0.13, 0.11, 0.15, 0.12, 0.11, 0.10, 0.11, 0.12, 0.08], "relative_energy_kj_mol": 12.1, "homo_energy_ev": -8.402, "spin_multiplicity": 1, "lumo_ev": 0.36, "total_energy_ev": -37420.942, "smiles": "O=C(Cc1cc(F)c(F)c(F)c1)N[C@@H](Cc1coc2ccccc12)B(O)O"}



Record 6
{"formula": "C4H6O2", "method": "wB97M-V/def2-TZVPD", "species": ["C", "C", "O", "O", "H", "H", "H", "H", "C", "C", "H", "H"], "coordinates": [[0.923, 2.024, -1.522], [0.123, 0.926, -0.910], [0.097, 0.750, 0.230], [-0.529, 0.109, -1.689], [1.681, 2.307, -0.790], [1.359, 1.594, -2.591], [0.533, 2.987, -2.058], [-0.736, -0.689, -1.050], [-0.222, -1.731, 2.020], [-0.569, -2.685, 2.655], [0.189, -0.949, 1.441], [-1.099, -3.319, 3.262]], "forces_ev_per_a": [[1.199, 0.738, -4.758], [-0.029, 2.163, -3.383], [0.493, -0.500, 5.986], [-1.058, -3.282, -0.428], [0.055, -0.049, -0.457], [-0.363, 0.648, 2.998], [-0.383, -1.735, 1.768], [0.118, 2.110, -1.849], [0.402, -0.485, 0.043], [0.119, 1.380, -0.736], [0.030, 0.394, -0.148], [-0.583, -1.382, 0.965]], "lowdin_charge": [0.00, -0.70, 0.10, 0.10, 0.08, 0.14, 0.11, 0.19, 0.01, 0.01, -0.02, -0.01], "relative_energy_kj_mol": 305.5, "homo_energy_ev": -10.486, "spin_multiplicity": 1, "lumo_ev": 0.69, "total_energy_ev": -8337.294, "smiles": "CC(=O)O.C#C"}



Record 7
{"formula": "C3H5N3O", "method": "wB97M-V/def2-TZVPD", "species": ["O", "C", "C", "N", "N", "C", "N", "H", "H", "H", "H", "H"], "coordinates": [[-2.387, 0.888, -0.468], [-1.663, -0.012, 0.172], [-0.269, 0.177, 0.379], [0.366, 1.000, -0.454], [1.519, 0.353, -0.589], [1.605, -0.673, 0.304], [0.500, -0.780, 0.982], [-1.771, 1.473, -0.949], [-0.269, -1.290, -1.470], [-2.247, -0.678, 0.801], [2.234, 0.712, -1.202], [2.486, -1.292, 0.398]], "forces_ev_per_a": [[-0.073, 0.595, -0.708], [0.057, -0.183, 1.390], [-1.185, -0.043, -0.165], [-0.381, -0.151, -0.241], [1.375, -0.103, 0.248], [0.464, 0.282, -0.165], [0.147, -0.222, -0.369], [-0.177, -0.084, 0.079], [-0.416, -0.145, -0.040], [0.219, -0.049, -0.244], [0.011, -0.022, 0.188], [-0.041, 0.126, 0.028]], "lowdin_charge": [0.03, -0.15, -0.47, 0.06, -0.01, -0.20, 0.11, 0.11, 0.14, 0.12, 0.15, 0.12], "relative_energy_kj_mol": 534.6, "homo_energy_ev": [-7.251, -9.598], "spin_multiplicity": 1, "lumo_ev": [-0.45, 0.14], "total_energy_ev": -9705.043}